# 1
{
  "formula": "C3H6F2OS",
  "method": "the ωB97M-V functional and the def2-TZVPD basis",
  "charge": 0,
  "gap_ev": [9.6886, 6.2310],
  "homo_energy_ha": [-0.3499, -0.3159],
  "energy_ev": -21517.474,
  "de_lowest_kj_mol": 768.02,
  "max_force_ha_per_bohr": 0.094,
  "mol_weight_g_mol": 128.1,
  "lumo_energy_ha": [0.00619, -0.08695],
  "symbols": ["C", "C", "C", "O", "F", "F", "S", "H", "H", "H", "H", "H", "H"],
  "xyz": [[-2.8332, -0.5956, -0.1493], [2.5682, -0.3699, -0.2548], [-0.3632, 1.2510, -0.0981], [-0.4385, -1.3032, -0.3296], [-0.6518, 1.5773, -1.3674], [-0.9666, 2.2776, 0.6741], [-1.2441, -0.2312, 0.1749], [-2.9551, -0.6938, -1.2784], [-3.6135, -0.1264, 0.3660], [1.6117, -0.1998, 0.1067], [3.3765, 0.2734, -0.2886], [2.8001, -1.4062, -0.4317], [-1.1691, -0.0909, 1.6190]],
  "lowdin_charge": [-0.18, 0.12, -0.36, -0.38, 0.03, -0.04, 0.75, 0.07, 0.00, -0.09, -0.04, -0.01, 0.12]
}

# 2
{
  "formula": "C3H6FN",
  "method": "the ωB97M-V functional and the def2-TZVPD basis",
  "charge": 0,
  "gap_ev": 10.3951,
  "homo_energy_ha": -0.3453,
  "energy_ev": -7413.893,
  "de_lowest_kj_mol": 93.45,
  "max_force_ha_per_bohr": 0.106,
  "mol_weight_g_mol": 75.1,
  "lumo_energy_ha": 0.03671,
  "symbols": ["C", "C", "C", "H", "H", "H", "H", "H", "H", "N", "F"],
  "xyz": [[-0.8296, 0.0074, 0.3107], [0.1143, 1.0311, -0.0739], [0.1384, -1.0176, -0.0338], [-1.3471, -0.0504, 1.2165], [-0.1880, 1.9095, -0.6648], [0.4919, 1.5130, 0.8761], [1.9120, -0.0223, -0.5090], [0.8045, -1.4236, 0.8604], [-0.2238, -1.8354, -0.5261], [0.9281, -0.0490, -0.7962], [-1.8006, -0.0629, -0.6599]],
  "lowdin_charge": [-0.38, -0.14, -0.18, 0.13, 0.12, 0.13, 0.10, 0.16, 0.08, 0.00, 0.00]
}

# 3
{
  "formula": "C3H6FN",
  "method": "the ωB97M-V functional and the def2-TZVPD basis",
  "charge": 0,
  "gap_ev": 11.2683,
  "homo_energy_ha": -0.3777,
  "energy_ev": -7414.134,
  "de_lowest_kj_mol": 70.19,
  "smiles": "CC/N=C/F",
  "max_force_ha_per_bohr": 0.132,
  "mol_weight_g_mol": 75.1,
  "lumo_energy_ha": 0.03642,
  "symbols": ["C", "C", "N", "C", "F", "H", "H", "H", "H", "H", "H"],
  "xyz": [[-0.2081, -0.2844, -0.5851], [-0.5364, 0.4035, 0.6901], [0.5113, 1.2385, 1.3032], [1.8360, 1.1045, 1.0074], [2.6735, 1.9224, 1.6935], [0.4675, -1.0313, -0.5717], [-1.0212, -0.8379, -0.8895], [-0.0328, 0.5424, -1.2860], [-0.7546, -0.3371, 1.3931], [-1.3465, 1.1709, 0.5557], [2.5205, 0.4992, 0.3827]],
  "lowdin_charge": [-0.11, -0.30, 0.05, -0.16, -0.01, 0.04, 0.05, 0.10, 0.09, 0.13, 0.13]
}

# 4
{
  "formula": "C3H6FN",
  "method": "the ωB97M-V functional and the def2-TZVPD basis",
  "charge": 0,
  "gap_ev": 9.9467,
  "homo_energy_ha": -0.3269,
  "energy_ev": -7410.092,
  "de_lowest_kj_mol": 460.16,
  "max_force_ha_per_bohr": 0.086,
  "mol_weight_g_mol": 75.1,
  "lumo_energy_ha": 0.03860,
  "symbols": ["C", "C", "C", "N", "F", "H", "H", "H", "H", "H", "H"],
  "xyz": [[1.6227, 0.8434, 0.3088], [1.0632, 0.4698, -0.8051], [-1.3262, -0.8842, 0.0756], [-0.9662, 0.3059, -0.6535], [-1.2015, 1.3195, 0.2096], [2.7742, 0.9067, 0.3971], [1.1648, 0.7714, 1.2806], [1.3038, 0.1843, -1.8202], [-0.9465, -0.8875, 1.1708], [-2.3853, -1.0717, 0.2355], [-1.1031, -1.9576, -0.3990]],
  "lowdin_charge": [-0.06, 0.02, -0.18, -0.12, -0.12, 0.09, 0.05, 0.07, 0.09, 0.05, 0.12]
}

Please write out number 2 again, unchanged.
{
  "formula": "C3H6FN",
  "method": "the ωB97M-V functional and the def2-TZVPD basis",
  "charge": 0,
  "gap_ev": 10.3951,
  "homo_energy_ha": -0.3453,
  "energy_ev": -7413.893,
  "de_lowest_kj_mol": 93.45,
  "max_force_ha_per_bohr": 0.106,
  "mol_weight_g_mol": 75.1,
  "lumo_energy_ha": 0.03671,
  "symbols": ["C", "C", "C", "H", "H", "H", "H", "H", "H", "N", "F"],
  "xyz": [[-0.8296, 0.0074, 0.3107], [0.1143, 1.0311, -0.0739], [0.1384, -1.0176, -0.0338], [-1.3471, -0.0504, 1.2165], [-0.1880, 1.9095, -0.6648], [0.4919, 1.5130, 0.8761], [1.9120, -0.0223, -0.5090], [0.8045, -1.4236, 0.8604], [-0.2238, -1.8354, -0.5261], [0.9281, -0.0490, -0.7962], [-1.8006, -0.0629, -0.6599]],
  "lowdin_charge": [-0.38, -0.14, -0.18, 0.13, 0.12, 0.13, 0.10, 0.16, 0.08, 0.00, 0.00]
}